(1)
{
  "formula": "C4H12NO2",
  "method": "ωB97M-V/def2-TZVPD",
  "symbols": ["C", "O", "C", "C", "C", "N", "H", "H", "H", "H", "H", "H", "H", "H", "H", "H", "H", "H", "O"],
  "coordinates": [[-0.2195, 0.8796, -1.0981], [-1.1020, 1.2185, -0.0868], [0.3166, -0.5575, -1.1782], [1.2558, -0.9366, -0.0187], [0.4511, -1.0469, 1.2917], [-0.3553, -2.3046, 1.3047], [0.6686, 1.5555, -1.0636], [-0.7046, 1.0926, -2.0717], [0.8135, -0.7329, -2.1348], [-0.5894, -1.1684, -1.1138], [2.1671, -0.3746, 0.1732], [1.5903, -1.9747, -0.2228], [1.0798, -1.1717, 2.1828], [-0.1819, -0.1649, 1.3882], [-0.4496, -2.6644, 0.3768], [-1.2245, -2.1974, 1.7961], [-1.2413, 4.0486, 0.7683], [-1.1239, 2.7369, -0.1857], [-1.1507, 3.7630, -0.1075]],
  "mulliken_charge": [-0.555, -0.941, -0.419, -0.884, -0.289, -0.635, 0.230, 0.260, 0.386, 0.183, 0.383, 0.324, 0.275, 0.255, 0.226, 0.218, 0.229, 0.503, -0.749],
  "charge": -1,
  "gap_ev": 7.36,
  "spin_multiplicity": 1,
  "total_energy_ev": -9927.6467
}

(2)
{
  "formula": "C4H12NO2",
  "method": "ωB97M-V/def2-TZVPD",
  "symbols": ["C", "C", "C", "N", "C", "O", "H", "H", "H", "H", "H", "H", "H", "H", "H", "H", "H", "H", "O"],
  "coordinates": [[0.7895, -1.6711, -0.9917], [0.5579, -0.9797, 0.3607], [1.9415, -0.7865, 1.0540], [-0.1759, 0.2620, 0.3062], [-0.0068, 1.5664, -0.4679], [0.2600, 2.5849, 0.3143], [1.7721, -2.1209, -1.1431], [0.0389, -2.4269, -1.2471], [0.6657, -0.9231, -1.7730], [-0.0814, -1.6534, 0.9414], [2.4269, 0.0021, 0.4815], [1.8152, -0.4868, 2.0900], [2.5646, -1.6761, 0.9184], [-0.4117, 0.5682, 1.2376], [0.7567, 1.3056, -1.2590], [-0.9723, 1.7142, -1.0118], [-2.8288, -1.2468, -1.0498], [-2.0815, -0.2208, -0.2299], [-2.9746, -0.6033, -0.3497]],
  "mulliken_charge": [-1.167, 0.364, -1.376, -0.274, -0.190, -0.876, 0.325, 0.289, 0.287, 0.190, 0.301, 0.359, 0.412, 0.163, 0.099, 0.137, 0.289, 0.386, -0.718],
  "charge": -1,
  "gap_ev": 6.36,
  "spin_multiplicity": 1,
  "total_energy_ev": -9927.2232
}

(3)
{
  "formula": "C4H12NO2",
  "method": "ωB97M-V/def2-TZVPD",
  "symbols": ["C", "N", "C", "C", "C", "O", "H", "H", "H", "H", "H", "H", "H", "H", "H", "H", "H", "H", "O"],
  "coordinates": [[1.4430, 0.3734, 0.9959], [-0.0056, 0.5009, 1.0614], [-0.1551, -1.9384, 0.4337], [-0.7939, -0.5562, 0.4063], [-1.2193, -0.2252, -1.0391], [-1.4366, 1.1282, -1.2758], [1.8144, -0.3622, 1.7034], [1.8385, 0.1383, 0.0009], [1.8801, 1.3310, 1.2695], [-0.2156, 1.3563, 0.5507], [-0.6697, -2.5993, -0.2520], [-0.0222, -2.4270, 1.3930], [0.8698, -1.8836, 0.0274], [-1.7064, -0.6369, 1.0105], [-2.1594, -0.7678, -1.1844], [-0.3888, -0.5591, -1.6982], [-0.5127, 1.9656, -1.0847], [1.0987, 2.4179, -1.4110], [0.3409, 2.7441, -0.9075]],
  "mulliken_charge": [-0.913, -0.417, -1.460, 0.421, -0.664, -0.772, 0.327, 0.274, 0.331, 0.338, 0.392, 0.336, 0.357, 0.172, 0.343, 0.250, 0.325, 0.226, -0.866],
  "charge": -1,
  "gap_ev": 7.74,
  "spin_multiplicity": 1,
  "total_energy_ev": -9927.6882
}

(4)
{
  "formula": "C4H12NO2",
  "method": "ωB97M-V/def2-TZVPD",
  "symbols": ["C", "N", "C", "C", "C", "O", "H", "H", "H", "H", "H", "H", "H", "H", "H", "H", "H", "H", "O"],
  "coordinates": [[-1.2436, -1.1203, -0.4457], [0.0154, -1.9517, 0.0975], [1.2100, -1.1907, -0.2044], [1.6592, -0.1897, 0.8801], [0.5724, 0.9363, 1.0139], [0.3472, 1.7852, -0.1129], [-2.1688, -1.4476, 0.0458], [-1.3287, -1.2572, -1.5700], [-1.1599, 0.0264, -0.1723], [-0.1951, -1.8562, 1.1413], [1.0073, -0.5587, -1.0608], [2.0147, -1.9289, -0.4560], [1.8491, -0.6866, 1.8814], [2.5722, 0.3188, 0.5650], [-0.3778, 0.3617, 1.2703], [0.7466, 1.5046, 1.9434], [-1.3342, 2.1975, -1.0268], [-2.0001, 2.7424, -2.2969], [-2.1860, 2.3146, -1.4928]],
  "mulliken_charge": [-0.583, -0.542, -0.467, -0.564, -0.565, -0.899, 0.300, 0.232, 0.109, 0.300, 0.240, 0.304, 0.269, 0.362, 0.175, 0.296, 0.444, 0.266, -0.677],
  "charge": -1,
  "gap_ev": 7.33,
  "spin_multiplicity": 1,
  "total_energy_ev": -9926.7560
}

(5)
{
  "formula": "C4H12NO2",
  "method": "ωB97M-V/def2-TZVPD",
  "symbols": ["C", "C", "C", "C", "O", "N", "H", "H", "H", "H", "H", "H", "H", "H", "H", "H", "H", "H", "O"],
  "coordinates": [[-0.2001, -1.2587, -0.5629], [1.3084, -1.1855, -0.5567], [1.8351, 0.1954, -0.9159], [1.3542, 1.5618, -0.4534], [0.2935, 1.7207, 0.0897], [-0.8737, -0.5301, 0.6054], [-0.6146, -0.7617, -1.4394], [-0.6101, -2.2590, -0.4406], [1.8281, -1.6943, 0.2395], [1.4590, -1.7632, -1.4861], [2.8967, 0.1983, -0.5963], [1.9611, 0.2709, -1.9981], [2.0753, 2.2891, -0.8354], [-0.8920, 0.4793, 0.4067], [-0.5443, -0.6895, 1.5550], [-1.8468, -0.8084, 0.7488], [-2.9060, 2.1606, 1.7483], [-3.7061, 0.8549, 1.9066], [-2.8177, 1.2194, 1.9849]],
  "mulliken_charge": [-0.672, -0.503, -0.671, 0.106, -0.591, -0.330, 0.334, 0.408, 0.401, 0.249, 0.386, 0.399, 0.362, 0.423, 0.330, 0.360, 0.333, 0.333, -0.657],
  "charge": 1,
  "gap_ev": 11.17,
  "spin_multiplicity": 1,
  "total_energy_ev": -9920.8171
}

(6)
{
  "formula": "C4H12NO2",
  "method": "ωB97M-V/def2-TZVPD",
  "symbols": ["C", "C", "C", "C", "N", "O", "O", "H", "H", "H", "H", "H", "H", "H", "H", "H", "H", "H", "H"],
  "coordinates": [[0.3933, -0.1069, -1.4861], [0.8442, 1.2869, 0.4655], [0.9042, -1.2468, 0.5189], [-1.2161, 0.0946, 0.1650], [0.2358, -0.0081, -0.0022], [-1.7037, 1.3556, -0.0572], [-2.1313, -0.9561, -0.0762], [0.0576, 0.8381, -1.9783], [1.3489, -0.4373, -1.7282], [-0.4155, -0.8029, -1.7758], [0.0934, 1.8202, 0.9800], [1.6600, 1.0914, 1.1140], [1.1904, 1.9345, -0.3725], [0.6073, -2.1798, -0.0648], [1.9538, -0.8498, 0.3814], [0.5768, -1.1141, 1.5464], [-0.1518, -0.1903, 2.8663], [-2.5421, 1.2980, -0.4039], [-1.7052, -1.8272, -0.0923]],
  "mulliken_charge": [-1.136, -0.817, -0.783, 0.380, 0.008, -0.399, -0.418, 0.426, 0.427, 0.441, 0.403, 0.389, 0.341, 0.401, 0.337, 0.230, 0.097, 0.341, 0.335],
  "charge": 1,
  "gap_ev": [11.05, 7.44],
  "spin_multiplicity": 1,
  "total_energy_ev": -9914.8004
}

M values, unit u, following the record order: 106.145 106.145 106.145 106.145 106.145 106.145.
Energy relative to the best compared isomer or geometry (same formula, charge and spin) values, unit eV, following the record order: 0.577 1.001 0.536 1.468 1.413 7.429.